1.
One molecule with the formula C2H5F, computed with ωB97M-V with the def2-TZVPD basis set.

The HOMO-LUMO gap comes out at 13.1477 eV. As for the energy above the lowest of the compared OMol25 structures with the same formula, charge and spin: 20.9 kcal per mole. The value obtained for the total energy is -4871.38802 eV. For the largest force on an atom, the calculation gives 3.492 eV/Å. Its SMILES is CCF.

ORCA input file:
```
! RIJCOSX wB97M-V def2-TZVPD def2/J DEFGRID3
* xyz 0 1
F -1.62704 -0.45615 0.01023
C -0.53677 0.55094 -0.06565
C 0.60331 -0.36814 0.02677
H 1.62111 0.00442 -0.13116
H 0.46863 -0.55932 1.07312
H -0.56853 1.09092 0.86162
H -0.58578 0.99020 -0.99549
H 0.62506 -1.25287 -0.77945
*
```

***

2.
C2H5F2P as an isolated structure, computed with ωB97M-V with the def2-TZVPD basis set.

The HOMO-LUMO gap comes out at 9.8657 eV. As for the energy above the lowest of the compared OMol25 structures with the same formula, charge and spin: 35.8 kcal per mole. The value obtained for the total energy is -16876.93676 eV. For the largest force on an atom, the calculation gives 3.327 eV/Å.

ORCA input file:
```
! RIJCOSX wB97M-V def2-TZVPD def2/J DEFGRID3
* xyz 0 1
P -0.77716 -0.07358 1.90592
F 0.54765 1.83743 0.00365
F -1.19852 0.92891 -0.91905
C -0.05589 0.66258 -0.22001
C 0.95147 -0.31775 -0.85215
H 0.93305 -1.17960 -0.27264
H 1.91001 0.19132 -0.82365
H 0.49377 -0.43882 -1.81404
H -2.10568 -0.21421 1.46549
H -0.69869 -1.39628 1.52648
*
```

***

3.
One molecule with the formula C2H5FIP, computed with ωB97M-V with the def2-TZVPD basis set.

The HOMO-LUMO gap (alpha / beta) comes out at 7.3390 / 7.3397 eV. As for the energy above the lowest of the compared OMol25 structures with the same formula, charge and spin: 24.4 kcal per mole. The value obtained for the total energy is -22261.58228 eV. For the largest force on an atom, the calculation gives 4.255 eV/Å. Its SMILES is CCP(F)I.

ORCA input file:
```
! RIJCOSX wB97M-V def2-TZVPD def2/J DEFGRID3
* xyz 0 1
I -4.59945 -0.13741 0.13528
P -1.93039 1.28701 0.59006
F -2.06452 2.01610 -0.90126
C 0.49713 0.27225 0.28466
C -0.96782 -0.03440 -0.10596
H 0.93208 1.13386 -0.08414
H -1.06246 -0.10526 -1.16475
H 1.25626 -0.61451 -0.02332
H 0.54818 0.19966 1.34405
H -1.17182 -0.84223 0.53778
*
```

***

4.
C2H5FN2 as an isolated structure, computed with ωB97M-V with the def2-TZVPD basis set.

The HOMO-LUMO gap comes out at 9.5948 eV. As for the energy above the lowest of the compared OMol25 structures with the same formula, charge and spin: 102.7 kcal per mole. The value obtained for the total energy is -7847.90175 eV. For the largest force on an atom, the calculation gives 5.190 eV/Å.

ORCA input file:
```
! RIJCOSX wB97M-V def2-TZVPD def2/J DEFGRID3
* xyz 0 1
F -1.95844 -1.08534 -0.25274
N 1.97863 -0.56884 0.05026
N 0.66646 -0.46998 0.07070
C -1.67195 0.20372 0.13191
C -0.00215 0.67367 -0.12350
H 2.69919 0.18445 -0.54659
H 2.16330 -1.64587 -0.03726
H -2.38385 1.00485 -0.24583
H 0.30242 1.74442 -0.58379
H -1.79360 -0.04108 1.53683
*
```